This record from OMol25 describes 5 unconnected molecules or ions with the total composition H10O5. The level of theory is the ωB97M-V functional and the def2-TZVPD basis.

The geometry in ORCA input format:
```
! RIJCOSX wB97M-V def2-TZVPD def2/J DEFGRID3
* xyz 0 1
O 0.42608 3.12465 1.68261
H 1.00691 3.88164 1.75890
H -0.43076 3.49923 1.47823
O -0.54349 -0.36444 -1.30556
H -0.33338 0.24044 -0.59408
H -1.06992 0.15422 -1.91392
O -4.23826 -0.81261 -4.60591
H -4.45778 -0.95958 -5.52592
H -4.21839 -1.68878 -4.22099
O 1.08845 0.94990 5.97450
H 1.72273 1.60593 6.26350
H 0.96538 1.12936 5.04235
O 3.26099 -3.95597 -1.42329
H 4.06628 -3.64161 -1.01230
H 2.75516 -3.16237 -1.59812
*
```

Results
M: 90.07 g mol⁻¹
SMILES string: O.O.O.O.O
E: -10399.428 eV